(1)
This record from the OMol25 dataset describes a cluster of 2 separate species, C10H15FN2O2 in total. The level of theory is the ωB97M-V functional and the def2-TZVPD basis.

Positions of all 30 atoms, in Å:
C 2.911 -0.952 -3.499
C 1.410 -0.576 -3.536
F 0.946 -0.999 -2.334
N 1.095 1.051 -3.794
O -0.135 1.247 -3.961
O 1.973 1.861 -4.023
H 3.047 -2.034 -3.286
H 3.453 -0.818 -4.430
H 3.381 -0.371 -2.669
H 0.760 -0.919 -4.375
C -2.137 0.223 4.399
C -1.519 0.135 3.037
C -0.252 -0.403 2.837
C 0.350 -0.271 1.570
C 1.661 -0.940 1.208
N -0.263 0.467 0.648
C -1.555 0.723 0.699
C -2.165 1.062 -0.649
C -2.224 0.622 1.940
H -1.480 -0.177 5.160
H -2.354 1.255 4.679
H -3.084 -0.313 4.460
H 0.266 -0.868 3.652
H 2.215 -1.337 2.066
H 1.467 -1.779 0.514
H 2.300 -0.216 0.672
H -3.126 1.573 -0.621
H -1.426 1.675 -1.205
H -2.281 0.125 -1.235
H -3.235 0.955 2.075

Summary:
net charge: 0
HOMO level: -8.8 eV
HOMO-LUMO gap: 8.9 eV
relative energy (zero: lowest compared OMol25 entry of this formula, charge and spin): 16.7 kJ/mol
total energy: -20402.549 eV

(2)
This record from the OMol25 dataset describes a cluster of 5 separate species, H10O4S in total. The level of theory is the ωB97M-V functional and the def2-TZVPD basis.

Positions of all 15 atoms, in Å:
S -1.774 2.100 -2.392
H -1.967 2.307 -1.029
H -1.043 0.979 -2.610
H 0.341 1.848 1.752
H -0.291 2.018 0.483
O -0.477 1.554 1.309
H -1.529 -1.847 1.188
H -0.617 -0.639 1.538
O -0.714 -1.599 1.649
H 2.142 -2.094 0.030
H 2.421 -1.375 1.351
O 2.222 -1.231 0.407
H 0.994 -0.391 -0.782
H -0.181 -1.134 -1.313
O 0.474 -0.494 -1.581

Summary:
net charge: +1
HOMO level (alpha / beta): -14.1 / -14.1 eV
HOMO-LUMO gap (alpha / beta): 9.0 / 3.8 eV
2S+1: 2
⟨S²⟩: 0.753
relative energy (zero: lowest compared OMol25 entry of this formula, charge and spin): 88.2 kJ/mol
total energy: -19177.213 eV

(3)
This record from the OMol25 dataset describes a cluster of 3 separate species, C3H7NO3S in total. The level of theory is the ωB97M-V functional and the def2-TZVPD basis.

Positions of all 15 atoms, in Å:
C -0.663 -0.845 0.835
C -0.963 0.679 1.082
C 0.889 0.445 -0.242
N 0.403 -0.751 -0.160
O 2.965 -1.363 0.324
O 3.954 0.731 -0.377
O 0.289 1.279 0.563
S 2.965 0.100 0.407
H -0.288 -1.341 1.671
H -1.498 -1.296 0.408
H -1.603 0.934 0.322
H -1.146 0.820 2.228
H 0.965 1.061 -2.023
H 1.170 1.234 -2.839
H 0.842 -1.553 -0.532

Summary:
net charge: 0
HOMO level (alpha / beta): -6.5 / -10.5 eV
HOMO-LUMO gap (alpha / beta): 7.1 / 7.9 eV
2S+1: 3
⟨S²⟩: 2.009
relative energy (zero: lowest compared OMol25 entry of this formula, charge and spin): 218.3 kJ/mol
total energy: -21685.836 eV

(4)
This record from the OMol25 dataset describes a cluster of 5 separate species, C44H93BrO17S in total. The level of theory is the ωB97M-V functional and the def2-TZVPD basis.

Positions of all 156 atoms, in Å:
C 2.334 -2.099 5.125
C 2.441 -1.053 3.972
S 4.029 -0.145 4.037
C 4.952 -0.409 2.480
C 4.452 0.449 1.210
C 5.403 1.548 0.671
C 6.710 1.045 0.006
O 7.362 -0.037 0.687
O 3.403 1.277 1.832
C 2.148 1.117 1.358
O 1.187 1.489 1.849
O 2.292 0.468 0.145
C 3.484 -0.293 0.194
Br 4.058 -0.154 -1.732
C 3.295 -1.821 0.355
C 2.115 -2.432 -0.438
C 0.696 -2.111 0.144
C -0.295 -3.295 0.101
C -1.608 -2.863 0.846
C -2.290 -1.625 0.211
C -3.613 -1.205 0.929
C -4.352 -0.192 -0.027
C -4.907 1.065 0.721
C -4.175 2.392 0.318
C -3.292 2.936 1.483
O -2.584 1.831 2.052
C -2.084 2.201 3.327
H 3.070 -2.913 5.033
H 2.444 -1.612 6.113
H 1.286 -2.465 5.105
H 2.186 -1.481 2.991
H 1.652 -0.304 4.189
H 5.089 -1.472 2.227
H 5.962 -0.017 2.697
H 4.834 2.080 -0.121
H 5.554 2.288 1.477
H 6.602 0.778 -1.055
H 7.421 1.905 0.019
H 7.836 0.374 1.427
H 4.219 -2.286 -0.041
H 3.220 -2.163 1.404
H 2.107 -2.192 -1.514
H 2.239 -3.537 -0.376
H 0.834 -1.817 1.206
H 0.297 -1.267 -0.445
H -0.607 -3.593 -0.920
H 0.122 -4.206 0.581
H -1.338 -2.607 1.896
H -2.321 -3.710 0.930
H -2.436 -1.797 -0.879
H -1.633 -0.733 0.268
H -3.289 -0.597 1.797
H -4.245 -2.060 1.216
H -3.725 0.126 -0.876
H -5.238 -0.736 -0.415
H -5.955 1.209 0.383
H -4.934 0.941 1.816
H -3.551 2.269 -0.588
H -4.910 3.204 0.070
H -3.957 3.361 2.262
H -2.570 3.670 1.074
H -1.418 3.087 3.284
H -1.577 1.351 3.813
H -2.947 2.468 3.982
C -0.073 6.974 -1.034
O -1.293 7.018 -1.742
C -1.914 5.744 -1.823
C -3.399 5.891 -2.096
O -4.159 6.240 -0.941
C -4.027 7.582 -0.478
C -4.722 8.601 -1.363
O -3.937 8.881 -2.512
C -4.711 9.392 -3.575
H 0.651 6.333 -1.548
H 0.324 7.986 -0.980
H -0.231 6.609 -0.012
H -1.772 5.192 -0.887
H -1.444 5.192 -2.647
H -3.779 4.912 -2.402
H -3.592 6.580 -2.919
H -2.981 7.842 -0.312
H -4.519 7.596 0.498
H -4.851 9.539 -0.807
H -5.705 8.217 -1.656
H -5.485 8.676 -3.871
H -4.050 9.556 -4.425
H -5.170 10.347 -3.297
C 11.293 -6.973 -0.228
O 10.087 -6.383 0.205
C 9.935 -6.437 1.616
C 8.954 -5.381 2.088
O 9.511 -4.072 2.152
C 9.739 -3.415 0.908
C 8.467 -2.938 0.233
O 7.811 -4.019 -0.417
C 6.439 -3.758 -0.600
H 11.317 -8.039 0.024
H 11.357 -6.861 -1.309
H 12.155 -6.467 0.224
H 10.902 -6.277 2.108
H 9.554 -7.433 1.876
H 8.676 -5.623 3.117
H 8.037 -5.393 1.498
H 10.343 -4.030 0.240
H 10.333 -2.532 1.157
H 8.714 -2.190 -0.530
H 7.806 -2.485 0.979
H 5.946 -3.595 0.366
H 5.987 -4.628 -1.076
H 6.295 -2.886 -1.249
C 3.725 -6.342 -1.371
O 2.528 -6.957 -1.788
C 1.538 -6.008 -2.159
C 0.503 -6.644 -3.069
O 0.939 -6.785 -4.417
C 1.902 -7.804 -4.672
C 1.329 -9.207 -4.615
O 1.182 -9.633 -3.268
C 0.225 -10.660 -3.133
H 3.556 -5.732 -0.475
H 4.448 -7.123 -1.138
H 4.138 -5.718 -2.173
H 2.000 -5.159 -2.677
H 1.049 -5.654 -1.242
H -0.356 -5.969 -3.116
H 0.143 -7.592 -2.667
H 2.771 -7.698 -4.023
H 2.242 -7.624 -5.695
H 2.017 -9.903 -5.114
H 0.361 -9.225 -5.130
H -0.757 -10.323 -3.482
H 0.148 -10.913 -2.076
H 0.533 -11.553 -3.688
C -6.982 5.133 -1.043
O -7.767 5.674 0.007
C -7.876 7.083 -0.068
C -9.093 7.566 0.698
O -10.318 7.384 -0.005
C -10.808 6.050 -0.097
C -11.374 5.520 1.206
O -10.328 5.114 2.077
C -10.733 5.101 3.429
H -5.947 5.503 -0.987
H -6.976 4.048 -0.940
H -7.421 5.385 -2.018
H -7.960 7.402 -1.115
H -6.970 7.518 0.374
H -8.997 8.647 0.829
H -9.140 7.126 1.695
H -10.053 5.379 -0.510
H -11.626 6.096 -0.821
H -12.000 4.641 1.002
H -11.986 6.297 1.679
H -11.058 6.098 3.746
H -9.875 4.809 4.034
H -11.539 4.376 3.586

Summary:
net charge: 0
HOMO level: -8.6 eV
HOMO-LUMO gap: 9.0 eV
total energy: -162812.849 eV